(1)
# C5H6O2

A cluster of 2 separate species, C5H6O2 in total in a non-equilibrium geometry (wB97M-V/def2-TZVPD, the OMol25 dataset).

Structure (XYZ):
```
13
Properties=species:S:1:pos:R:3:forces:R:3:lowdin_charge:R:1
C 1.702 -0.449 0.859 -0.1 0.3 -0.1 0.009
C 0.866 0.423 0.351 -0.2 -0.1 0.0 -0.129
C -0.102 1.140 -0.161 0.3 -0.1 0.1 -0.183
C -0.470 1.114 -1.623 0.0 -0.1 -0.1 -0.099
H 1.357 -1.460 1.051 0.2 0.1 0.0 0.039
H 2.739 -0.232 1.101 -0.2 0.1 -0.1 0.056
H -0.765 1.686 0.514 0.3 0.0 -0.1 0.108
H 0.110 0.353 -2.148 0.0 0.1 0.0 0.075
H -0.348 2.061 -2.163 0.0 -0.1 0.3 0.071
H -1.527 0.839 -1.684 0.0 0.0 -0.1 0.071
O -1.775 -0.820 1.273 0.3 -0.6 0.1 0.201
C -1.169 -1.812 1.301 -0.3 -0.6 0.0 -0.408
O -0.617 -2.842 1.328 -0.3 1.0 0.0 0.189
```
Forces are in eV/Å.

Results
- electronic energy (eV) = -9376.1160
- relative energy (zero: lowest compared OMol25 entry of this formula, charge and spin) (kcal per mole) = 22.6



(2)
# C4HN2S2

The ion C4HN2S2 with charge -1 in a non-equilibrium geometry (wB97M-V/def2-TZVPD, the OMol25 dataset).

Structure (XYZ):
```
9
Properties=species:S:1:pos:R:3:forces:R:3:lowdin_charge:R:1
N 3.943 0.112 -2.564 -0.5 -0.4 1.2 0.114
C 3.167 0.029 -1.695 0.9 0.6 -2.6 -0.345
C 2.107 0.144 -0.812 -1.6 -1.3 1.0 -0.608
S 2.479 0.339 0.854 -0.5 0.3 -0.1 0.913
N 0.910 0.409 1.303 -1.4 -0.1 -0.2 -0.360
C 0.096 0.198 0.274 2.8 -0.4 0.0 -0.297
C 0.687 -0.105 -0.999 2.8 1.3 -0.2 -0.865
S -0.029 -0.429 -2.494 -0.5 -0.2 0.0 0.380
H -0.938 0.209 0.295 -2.0 0.1 0.8 0.068
```
Forces are in eV/Å.

Results
- total charge = -1
- electronic energy (eV) = -28815.8090
- relative energy (zero: lowest compared OMol25 entry of this formula, charge and spin) (kcal per mole) = 3.9



(3)
# C29H30FeN5O2S2

A structure of composition C29H30FeN5O2S2 (wB97M-V/def2-TZVPD, the OMol25 dataset).

Structure (XYZ):
```
69
Properties=species:S:1:pos:R:3:forces:R:3:lowdin_charge:R:1
Fe 0.842 0.373 0.029 0.1 0.2 0.0 0.515
C -2.925 1.918 0.828 0.0 0.0 0.0 -0.204
C -2.563 0.439 0.916 0.0 0.0 0.0 -0.184
C -1.589 0.171 2.048 0.0 0.1 -0.1 -0.212
N -0.186 0.493 1.757 -0.1 -0.1 -0.2 -0.001
C 0.590 0.704 2.786 0.1 -0.1 0.2 -0.207
C 0.156 0.609 4.149 0.0 0.0 0.0 0.005
C 0.722 1.106 5.290 0.0 0.0 0.0 -0.070
C 1.929 1.796 5.477 0.0 0.0 0.0 -0.101
C 2.929 1.914 4.550 0.0 0.0 0.0 -0.081
C 2.996 1.398 3.250 0.0 0.0 0.0 -0.016
C 2.017 0.817 2.457 0.0 -0.1 0.1 -0.210
N 2.282 0.297 1.245 -0.1 0.1 -0.2 -0.068
C 3.651 -0.069 0.941 0.0 0.0 0.1 -0.220
C 3.655 -1.056 -0.207 -0.1 -0.1 0.0 -0.181
C 3.380 -0.344 -1.508 0.0 0.0 0.0 -0.233
N 2.127 0.398 -1.469 0.0 0.1 0.0 -0.093
C 1.775 1.070 -2.542 0.0 0.0 0.0 -0.226
C 2.644 1.239 -3.655 0.0 0.0 0.0 -0.007
C 2.434 1.776 -4.903 0.0 0.0 0.0 -0.078
C 1.261 2.240 -5.492 0.0 0.0 0.0 -0.106
C 0.034 2.298 -4.872 0.0 0.0 0.0 -0.078
C -0.320 2.055 -3.549 0.0 0.0 0.0 -0.015
C 0.443 1.676 -2.429 0.0 -0.1 -0.1 -0.237
N -0.024 1.713 -1.178 0.0 -0.3 0.0 -0.034
C -1.321 2.373 -1.045 0.0 0.0 0.1 -0.227
C -1.741 2.763 0.370 0.0 0.0 0.0 -0.177
H -3.278 2.256 1.807 0.0 0.0 0.0 0.112
H -3.757 2.063 0.131 0.0 0.0 0.0 0.112
H -2.150 0.080 -0.031 0.0 0.0 0.0 0.081
H -3.460 -0.155 1.108 0.0 0.0 0.0 0.122
H -1.638 -0.875 2.341 0.0 0.0 0.1 0.082
H -1.926 0.763 2.903 0.0 0.0 0.0 0.114
H -0.772 0.077 4.301 0.0 0.0 0.0 0.103
H 0.135 0.946 6.189 0.0 0.0 0.0 0.109
H 2.112 2.205 6.462 0.0 0.0 0.0 0.099
H 3.827 2.427 4.880 0.0 0.0 0.0 0.106
H 3.960 1.512 2.772 0.0 0.0 0.0 0.098
H 4.104 -0.519 1.829 0.0 0.0 0.0 0.125
H 4.254 0.812 0.678 0.0 0.0 0.0 0.125
H 2.893 -1.816 -0.020 0.0 0.0 0.0 0.097
H 4.620 -1.562 -0.273 0.0 0.0 0.0 0.119
H 3.363 -1.053 -2.343 0.0 0.0 0.0 0.130
H 4.212 0.349 -1.688 0.0 0.0 0.0 0.118
H 3.655 0.897 -3.491 0.0 0.0 0.0 0.087
H 3.316 1.798 -5.535 0.0 0.0 0.0 0.107
H 1.315 2.551 -6.527 0.0 0.0 0.0 0.097
H -0.795 2.606 -5.502 0.0 0.0 0.0 0.107
H -1.372 2.199 -3.356 0.0 0.0 0.0 0.089
H -2.100 1.728 -1.474 0.0 0.0 0.0 0.117
H -1.301 3.273 -1.665 0.0 0.0 0.0 0.116
H -2.012 3.820 0.384 0.0 0.0 0.0 0.109
H -0.902 2.650 1.056 0.0 0.0 0.0 0.097
O -2.820 -3.031 2.591 0.0 0.0 0.0 -0.292
S -1.935 -3.736 1.706 0.0 0.0 0.0 0.647
O -1.315 -4.944 2.156 0.0 0.0 0.0 -0.276
N -0.771 -2.680 1.151 0.0 0.0 0.0 -0.058
C -0.908 -2.467 -0.112 0.1 -0.1 0.0 -0.704
S 0.124 -1.467 -1.073 -0.2 0.1 0.1 0.845
C -2.028 -3.204 -0.781 0.0 0.0 0.0 -0.226
C -2.430 -3.172 -2.105 0.0 0.0 0.0 -0.027
C -3.528 -3.942 -2.472 0.0 0.0 0.0 -0.062
C -4.209 -4.714 -1.535 0.0 0.0 0.0 -0.064
C -3.809 -4.739 -0.204 0.0 0.0 0.0 -0.027
C -2.713 -3.976 0.136 0.0 0.0 0.0 -0.221
H -1.902 -2.561 -2.824 0.0 0.0 0.0 0.099
H -3.863 -3.938 -3.501 0.0 0.0 0.0 0.106
H -5.063 -5.301 -1.847 0.0 0.0 0.0 0.107
H -4.333 -5.331 0.533 0.0 0.0 0.0 0.124
```
Forces are in eV/Å.

Results
- <S²> = 1.11
- electronic energy (eV) = -98161.7357
- spin multiplicity = 2
- relative energy (zero: lowest compared OMol25 entry of this formula, charge and spin) (kcal per mole) = 0.0



(4)
# CH6N2O2

A cluster of 2 separate species, CH6N2O2 in total (wB97M-V/def2-TZVPD, the OMol25 dataset).

Structure (XYZ):
```
11
Properties=species:S:1:pos:R:3:forces:R:3:lowdin_charge:R:1
C -0.642 0.789 -1.100 -0.1 -0.7 -0.2 -0.076
N -1.264 1.778 -0.614 0.6 -0.3 -0.4 -0.120
N -0.864 2.154 0.634 -0.6 0.4 0.6 -0.024
H -0.839 0.438 -2.100 -0.2 0.2 -0.2 0.060
H 0.076 0.179 -0.525 -0.1 0.5 0.0 0.044
H -0.543 1.377 1.197 0.1 0.0 0.2 0.075
H -1.623 2.646 1.095 0.2 -0.1 -0.1 0.082
O 1.407 -3.023 0.045 -0.2 -0.7 0.4 -0.084
O 1.862 -1.733 0.413 0.5 0.2 0.3 -0.087
H 1.251 -3.420 0.925 0.0 0.2 -0.5 0.099
H 1.179 -1.184 0.029 -0.3 0.3 -0.2 0.031
```
Forces are in eV/Å.

Results
- electronic energy (eV) = -8204.9916
- relative energy (zero: lowest compared OMol25 entry of this formula, charge and spin) (kcal per mole) = 135.7



(5)
# C13H11NS

The molecule C13H11NS (wB97M-V/def2-TZVPD, the OMol25 dataset).

Structure (XYZ):
```
26
Properties=species:S:1:pos:R:3:forces:R:3:lowdin_charge:R:1
C 1.293 -1.713 1.083 0.1 0.3 -0.3 -0.070
N 0.544 -0.484 0.877 -0.1 -0.2 -0.5 -0.075
C 1.157 0.468 0.023 0.4 0.4 -0.1 -0.223
C 2.351 0.239 -0.665 0.0 0.2 0.0 -0.024
C 2.938 1.239 -1.440 -0.4 0.0 0.2 -0.084
C 2.331 2.478 -1.570 -0.1 -0.1 0.0 -0.093
C 1.124 2.719 -0.922 0.2 -0.5 0.1 -0.100
C 0.567 1.730 -0.123 -0.2 0.0 0.2 -0.452
S -0.900 2.065 0.810 0.0 0.0 -0.1 1.031
C -1.667 0.487 0.584 0.2 0.1 0.0 -0.454
C -3.039 0.391 0.392 0.4 -0.3 0.1 -0.100
C -3.646 -0.857 0.310 0.3 0.2 0.0 -0.091
C -2.851 -1.993 0.377 0.0 0.3 0.0 -0.084
C -1.470 -1.892 0.533 -0.1 0.1 0.0 -0.024
C -0.848 -0.648 0.656 -0.5 -0.1 0.1 -0.224
H 0.829 -2.314 1.851 -0.2 -0.1 0.2 0.090
H 1.378 -2.296 0.161 -0.1 -0.2 0.0 0.097
H 2.299 -1.467 1.403 0.1 0.1 0.1 0.091
H 2.866 -0.704 -0.604 0.0 -0.2 0.1 0.096
H 3.866 1.019 -1.942 0.1 0.0 -0.1 0.100
H 2.781 3.250 -2.174 0.1 0.1 -0.1 0.100
H 0.619 3.666 -1.004 -0.1 0.2 -0.1 0.100
H -3.605 1.307 0.337 -0.2 0.1 0.0 0.100
H -4.714 -0.910 0.180 -0.1 -0.2 0.0 0.099
H -3.299 -2.970 0.300 0.0 -0.1 0.0 0.100
H -0.907 -2.809 0.567 0.2 -0.1 0.0 0.096
```
Forces are in eV/Å.

Results
- electronic energy (eV) = -25985.0892
- relative energy (zero: lowest compared OMol25 entry of this formula, charge and spin) (kcal per mole) = 1.8



(6)
# C5H8O2

The molecule C5H8O2 in a non-equilibrium geometry (wB97M-V/def2-TZVPD, the OMol25 dataset).

Structure (XYZ):
```
15
Properties=species:S:1:pos:R:3:forces:R:3:lowdin_charge:R:1
C 0.492 1.186 1.203 -0.8 2.9 -0.7 0.135
C 0.326 -0.071 0.951 -0.9 -2.2 -1.5 -0.509
C -0.066 -0.084 -0.447 0.6 1.3 0.9 -0.231
C 0.801 -1.204 1.736 0.0 -1.2 2.9 -0.094
C -1.357 0.453 -1.038 -0.4 -2.1 0.0 -0.247
O 0.834 -0.275 -1.427 2.7 -1.4 -0.2 0.034
O -1.211 1.326 -2.081 1.2 1.3 -2.2 -0.059
H -0.043 2.012 0.668 0.6 -0.6 0.3 0.055
H 1.594 -0.730 2.361 0.0 -0.9 -0.5 0.073
H 1.194 -2.085 1.124 -0.8 1.0 1.1 0.093
H 0.006 -1.467 2.630 1.7 0.0 -2.6 0.133
H -1.927 1.008 -0.286 0.0 -0.7 0.0 0.130
H -1.937 -0.477 -1.446 0.7 1.2 1.1 0.156
H 1.786 -0.689 -1.219 -3.4 1.4 0.1 0.210
H -0.491 1.097 -2.729 -1.1 -0.1 1.3 0.121
```
Forces are in eV/Å.

Results
- electronic energy (eV) = -9404.3997
- relative energy (zero: lowest compared OMol25 entry of this formula, charge and spin) (kcal per mole) = 125.3